[1]
Density functional theory data (ωB97M-V/def2-TZVPD) for C36H28F6N2O5PSr as an isolated structure.

For the relative energy (zero: lowest compared OMol25 entry of this formula, charge and spin), the calculation gives 39.0 kJ/mol. The energy comes out at -2845.9460 a.u.

Geometry as ORCA input:
```
! RIJCOSX wB97M-V def2-TZVPD def2/J DEFGRID3
* xyz -1 1
Sr -0.228 -0.512 1.010
O 4.547 -0.690 0.931
C 4.869 0.612 0.799
C 6.224 0.951 0.851
C 6.626 2.263 0.714
C 5.684 3.268 0.525
C 4.343 2.934 0.478
C 3.901 1.617 0.610
C 2.430 1.306 0.579
O 2.124 0.047 0.695
N 1.629 2.321 0.425
N 0.286 1.920 0.393
C -0.570 2.867 0.358
C -2.030 2.709 0.278
C -2.770 3.884 0.427
C -4.152 3.910 0.338
C -4.815 2.717 0.067
C -4.125 1.535 -0.101
C -2.715 1.468 0.021
O -2.087 0.356 -0.136
H 3.551 -0.692 0.793
H 6.938 0.150 0.998
H 7.682 2.507 0.754
H 5.989 4.301 0.421
H 3.587 3.695 0.343
H -0.214 3.901 0.367
H -2.232 4.807 0.619
H -4.697 4.836 0.467
H -5.897 2.713 -0.024
H -4.646 0.612 -0.327
C 1.046 0.075 5.161
C -0.346 0.218 4.526
O -0.439 -0.394 3.336
C -1.405 -0.346 5.507
F -1.439 -1.690 5.453
F -2.654 0.073 5.243
F -1.160 -0.032 6.799
C -0.634 1.731 4.327
F -0.836 2.391 5.495
F 0.408 2.328 3.727
F -1.705 1.958 3.563
H 1.168 -0.947 5.520
H 1.224 0.761 5.991
H 1.781 0.253 4.379
O -0.257 -2.811 0.111
P -0.781 -3.682 1.222
C 0.264 -3.506 2.678
C -0.192 -3.898 3.932
C 0.692 -3.940 4.998
C 2.021 -3.589 4.810
C 2.473 -3.182 3.563
C 1.596 -3.144 2.491
C -0.642 -5.415 0.736
C -0.775 -6.478 1.625
C -0.630 -7.780 1.178
C -0.346 -8.027 -0.159
C -0.205 -6.972 -1.046
C -0.353 -5.665 -0.602
C -2.511 -3.336 1.637
C -3.444 -4.340 1.385
C -4.803 -4.121 1.559
C -5.247 -2.881 1.980
C -4.330 -1.868 2.228
C -2.973 -2.076 2.061
H -1.240 -4.127 4.085
H 0.336 -4.221 5.981
H 2.704 -3.612 5.650
H 3.500 -2.875 3.414
H 1.949 -2.827 1.517
H -0.980 -6.289 2.672
H -0.732 -8.602 1.875
H -0.229 -9.046 -0.504
H 0.025 -7.159 -2.087
H -0.235 -4.828 -1.277
H -3.115 -5.309 1.034
H -5.509 -4.917 1.357
H -6.305 -2.694 2.114
H -4.666 -0.890 2.548
H -2.336 -1.237 2.320
*
```

Atom charges from the Mulliken analysis, given in e for atoms 1 to 4: Sr 2.233; O -0.735; C 0.409; C -0.724



[2]
Density functional theory data (ωB97M-V/def2-TZVPD) for a 3-piece molecular cluster, C6H7N overall at a distorted geometry.

For the relative energy (zero: lowest compared OMol25 entry of this formula, charge and spin), the calculation gives 356.0 kJ/mol. The energy comes out at -287.4516 a.u.

Geometry as ORCA input:
```
! RIJCOSX wB97M-V def2-TZVPD def2/J DEFGRID3
* xyz 0 1
N -0.604 3.218 -0.039
C -0.392 2.112 0.223
C -0.115 0.719 0.578
C 1.140 0.112 -0.026
C 0.956 -1.278 0.050
C -0.410 -1.541 0.110
C -1.101 -0.319 0.072
H -0.052 0.635 1.672
H 0.354 0.320 -1.386
H 2.099 0.619 -0.008
H 1.737 -2.016 -0.098
H -0.870 -2.518 0.017
H -0.567 0.143 -1.345
H -2.176 -0.206 0.178
*
```

Atom charges from the Mulliken analysis, given in e for atoms 1 to 4: N -0.472; C 0.259; C -0.127; C -0.536



[3]
Density functional theory data (ωB97M-V/def2-TZVPD) for an isolated molecule of C7H12O2 at a distorted geometry.

For the relative energy (zero: lowest compared OMol25 entry of this formula, charge and spin), the calculation gives 165.3 kJ/mol. The energy comes out at -424.3331 a.u. Its structure (SMILES) is C[C@H]1C[C@]1(C)[C@@H](O)C=O.

Geometry as ORCA input:
```
! RIJCOSX wB97M-V def2-TZVPD def2/J DEFGRID3
* xyz 0 1
C -1.072 -0.108 -0.532
C -0.334 -1.427 -0.635
C -1.318 0.748 -1.732
C 1.589 0.276 -0.797
C 0.453 -0.311 -0.003
C 0.583 -0.219 1.497
C -0.783 0.233 2.048
O 1.534 0.775 1.864
O -1.499 -0.494 2.741
H 2.228 0.345 2.389
H -1.993 -0.196 0.034
H 0.836 -1.187 1.940
H -0.989 1.310 1.915
H -0.032 -1.765 -1.622
H -0.680 -2.231 0.009
H -2.380 1.003 -1.801
H -0.769 1.692 -1.665
H -1.032 0.262 -2.670
H 2.536 -0.160 -0.463
H 1.637 1.360 -0.645
H 1.487 0.095 -1.870
*
```

Atom charges from the Mulliken analysis, given in e for atoms 1 to 4: C -0.117; C -1.117; C -1.495; C -1.607



[4]
Density functional theory data (ωB97M-V/def2-TZVPD) for C3HLuO3 as an isolated structure at a distorted geometry.

For the relative energy (zero: lowest compared OMol25 entry of this formula, charge and spin), the calculation gives 0.0 kJ/mol. The energy comes out at -1575.7507 a.u.

Geometry as ORCA input:
```
! RIJCOSX wB97M-V def2-TZVPD def2/J DEFGRID3
* xyz 1 2
H -1.566 -0.352 1.822
O -2.662 0.282 -0.988
C -1.867 0.026 -0.162
C -1.055 -0.227 0.859
O 0.284 -0.134 0.842
C 2.510 -0.343 -0.874
O 2.549 -0.765 -1.984
Lu 1.808 1.514 0.485
*
```

Atom charges from the Mulliken analysis, given in e for atoms 1 to 4: H 0.305; O -0.314; C 0.658; C -0.407



[5]
Density functional theory data (ωB97M-V/def2-TZVPD) for a 3-piece molecular cluster, C4H14N2S overall at a distorted geometry.

For the relative energy (zero: lowest compared OMol25 entry of this formula, charge and spin), the calculation gives 334.6 kJ/mol. The energy comes out at -668.3589 a.u.

Geometry as ORCA input:
```
! RIJCOSX wB97M-V def2-TZVPD def2/J DEFGRID3
* xyz 0 1
C -2.341 -2.316 -2.439
C -1.096 -1.528 -1.999
S -1.127 -0.817 -0.279
H -3.249 -1.688 -2.358
H -2.438 -3.186 -1.756
H -2.202 -2.693 -3.485
H -0.942 -0.694 -2.705
H -0.222 -2.179 -2.161
C 1.033 0.849 1.979
N 2.378 0.431 2.474
C 1.131 2.056 1.036
N -0.008 2.154 0.136
H 0.429 1.116 2.852
H 0.550 0.011 1.462
H 2.362 0.140 3.448
H 2.730 -0.382 1.929
H 2.074 1.951 0.465
H 1.223 3.039 1.542
H -0.799 2.650 0.536
H 0.841 -0.152 -0.445
H -0.326 1.236 -0.232
*
```

Atom charges from the Mulliken analysis, given in e for atoms 1 to 4: C -1.101; C -0.349; S -0.302; H 0.316



[6]
Density functional theory data (ωB97M-V/def2-TZVPD) for a 2-piece molecular cluster, C3H7OS overall at a distorted geometry.

For the relative energy (zero: lowest compared OMol25 entry of this formula, charge and spin), the calculation gives 132.5 kJ/mol. The energy comes out at -591.9178 a.u.

Geometry as ORCA input:
```
! RIJCOSX wB97M-V def2-TZVPD def2/J DEFGRID3
* xyz -1 1
C -0.695 1.192 -0.341
C -0.197 -0.251 0.100
C -0.999 -1.295 0.454
O -0.406 -2.411 1.032
H -0.491 1.389 -1.425
H -1.765 1.339 -0.165
H -0.019 1.929 0.140
H 0.874 -0.350 0.191
H -2.090 -1.268 0.356
H -0.362 -3.153 0.417
S 2.415 1.509 -0.285
H 3.735 1.371 -0.474
*
```

Atom charges from the Mulliken analysis, given in e for atoms 1 to 4: C -1.003; C 0.121; C -0.399; O -0.499